243
Properties=species:S:1:pos:R:3:lowdin_charge:R:1 method="wB97M-V/def2-TZVPD" orbital_gap_ev=9.8 homo_ev=-9.42
C 20.66 22.41 13.99 -0.08
C 19.95 21.14 14.53 -0.26
O 19.93 20.32 13.33 -0.15
H 20.94 23.17 14.76 0.08
H 20.02 22.93 13.22 0.08
H 21.63 22.14 13.49 0.07
H 18.91 21.34 14.87 0.10
H 20.51 20.56 15.22 0.09
H 19.20 19.63 13.51 0.09
C 16.78 23.45 14.75 -0.09
C 16.58 22.97 13.36 -0.22
O 16.57 24.17 12.42 -0.10
H 17.75 23.90 14.94 0.07
H 16.74 22.51 15.36 0.08
H 16.01 24.16 15.16 0.09
H 15.71 22.41 13.33 0.06
H 17.52 22.46 13.08 0.11
H 16.94 23.85 11.61 0.02
C 16.73 14.71 17.96 -0.07
C 15.41 15.20 18.50 -0.33
O 14.33 14.49 17.96 -0.12
H 16.63 14.58 16.86 0.08
H 16.91 13.69 18.42 0.10
H 17.50 15.37 18.22 0.04
H 15.11 16.23 18.20 0.11
H 15.34 15.14 19.60 0.12
H 14.50 13.52 18.02 0.10
C 10.35 12.78 11.01 -0.09
C 11.75 13.35 11.09 -0.27
O 11.73 14.77 10.70 -0.13
H 9.67 13.19 11.71 0.04
H 10.51 11.72 11.33 0.08
H 9.89 12.79 9.99 0.09
H 12.40 12.87 10.31 0.12
H 12.30 13.15 12.05 0.10
H 12.26 15.31 11.30 0.02
C 12.81 23.07 14.92 -0.07
C 13.07 23.34 16.39 -0.25
O 13.86 22.27 17.00 -0.11
H 12.01 23.71 14.62 0.03
H 12.56 21.99 14.76 0.08
H 13.62 23.38 14.25 0.06
H 12.11 23.39 16.92 0.10
H 13.50 24.32 16.55 0.11
H 14.61 22.69 17.41 0.00
C 8.14 22.76 11.77 -0.06
C 7.84 23.86 12.82 -0.30
O 6.73 24.61 12.38 -0.10
H 8.74 23.14 10.91 0.07
H 7.23 22.29 11.41 0.07
H 8.67 21.96 12.24 0.03
H 8.62 24.52 13.03 0.07
H 7.48 23.35 13.76 0.12
H 7.06 25.03 11.55 0.10
C 11.57 23.41 20.96 -0.06
C 12.26 22.08 20.52 -0.34
O 11.93 21.76 19.22 -0.12
H 11.98 24.20 20.43 0.04
H 11.64 23.46 22.08 0.09
H 10.56 23.28 20.56 0.07
H 12.04 21.21 21.14 0.10
H 13.36 22.10 20.63 0.11
H 12.65 21.88 18.55 0.07
C 16.56 25.07 18.93 -0.10
C 17.11 23.70 18.68 -0.28
O 16.10 22.86 18.04 -0.13
H 17.32 25.60 19.49 0.07
H 15.56 25.11 19.42 0.09
H 16.43 25.70 18.02 0.08
H 17.28 23.22 19.67 0.13
H 18.01 23.87 18.07 0.12
H 16.28 21.96 18.38 0.05
C 19.19 16.79 14.37 -0.07
C 18.14 17.38 15.23 -0.31
O 17.61 18.57 14.61 -0.13
H 19.37 15.76 14.66 0.08
H 20.11 17.35 14.35 0.07
H 18.81 16.72 13.34 0.07
H 18.46 17.61 16.25 0.09
H 17.23 16.72 15.39 0.11
H 16.99 19.05 15.23 0.06
C 10.70 26.06 14.82 -0.07
C 12.04 26.35 14.19 -0.35
O 12.14 25.50 13.08 -0.13
H 10.50 26.74 15.62 0.06
H 10.60 25.05 15.21 0.06
H 10.01 26.32 14.03 0.07
H 12.96 26.17 14.84 0.12
H 12.23 27.41 13.84 0.13
H 12.82 25.86 12.46 0.07
C 9.33 21.44 17.24 -0.04
C 9.62 21.45 15.72 -0.28
O 10.68 20.56 15.38 -0.12
H 9.19 20.37 17.46 0.06
H 8.40 22.01 17.44 0.09
H 10.15 21.72 17.85 0.03
H 9.82 22.41 15.32 0.08
H 8.71 21.15 15.15 0.11
H 10.95 19.98 16.12 0.05
C 9.12 16.88 8.11 -0.06
C 10.39 16.46 7.42 -0.47
C 11.57 17.41 7.65 -0.05
O 10.76 15.10 7.79 -0.07
H 8.17 16.33 7.94 0.09
H 8.93 17.93 7.89 0.07
H 9.32 16.86 9.19 0.07
H 10.30 16.35 6.38 0.12
H 12.53 16.93 7.63 0.07
H 11.53 17.88 8.68 0.08
H 11.61 18.21 6.97 0.05
H 10.99 15.14 8.74 0.05
C 8.98 18.94 12.52 -0.06
C 9.34 17.71 13.35 -0.42
C 10.73 17.19 12.99 -0.04
O 9.23 18.00 14.78 -0.07
H 9.76 19.72 12.67 0.07
H 8.08 19.49 12.72 0.07
H 8.99 18.75 11.45 0.08
H 8.58 16.93 13.11 0.14
H 11.11 16.48 13.80 0.10
H 11.42 18.00 12.93 0.06
H 10.65 16.63 12.04 0.07
H 9.49 18.92 14.86 0.04
C 11.85 22.90 10.09 -0.05
C 12.58 21.79 10.86 -0.48
C 13.31 20.81 10.01 -0.07
O 13.50 22.44 11.78 -0.07
H 11.11 22.34 9.45 0.09
H 12.60 23.32 9.38 0.09
H 11.27 23.65 10.60 0.06
H 11.83 21.14 11.46 0.15
H 12.53 20.13 9.63 0.07
H 13.95 20.14 10.65 0.07
H 13.89 21.26 9.12 0.11
H 13.30 23.39 11.76 0.06
C 17.71 20.77 8.44 -0.05
C 17.04 21.37 9.63 -0.47
C 17.09 20.33 10.69 -0.07
O 17.58 22.58 10.20 -0.06
H 18.73 20.47 8.73 0.07
H 17.77 21.51 7.58 0.10
H 17.07 19.98 8.03 0.09
H 15.99 21.64 9.46 0.12
H 16.46 19.45 10.57 0.08
H 16.70 20.71 11.63 0.07
H 18.11 20.04 10.84 0.07
H 18.45 22.38 10.50 0.02
C 12.35 18.23 18.73 -0.05
C 11.33 17.55 17.88 -0.45
C 9.97 17.75 18.54 -0.05
O 11.24 18.10 16.53 -0.08
H 13.36 18.19 18.39 0.04
H 12.40 17.66 19.70 0.11
H 12.15 19.33 18.85 0.09
H 11.47 16.46 17.83 0.13
H 9.08 17.44 18.07 0.07
H 9.82 18.84 18.72 0.08
H 9.94 17.31 19.53 0.08
H 10.49 17.72 16.04 0.05
C 17.18 12.24 14.08 -0.09
C 15.71 12.26 14.28 -0.45
C 15.42 11.60 15.59 -0.06
O 15.34 13.72 14.29 -0.09
H 17.67 11.29 14.26 0.07
H 17.59 13.01 14.70 0.06
H 17.52 12.47 12.95 0.13
H 15.18 11.75 13.46 0.14
H 14.33 11.54 15.83 0.08
H 15.92 12.00 16.45 0.05
H 15.91 10.59 15.40 0.10
H 14.44 13.90 14.53 0.04
C 14.73 16.48 10.22 -0.05
C 14.97 15.56 11.36 -0.45
C 16.34 15.86 12.05 -0.03
O 13.89 15.71 12.30 -0.09
H 14.85 17.50 10.55 0.06
H 13.77 16.35 9.71 0.06
H 15.50 16.30 9.43 0.11
H 14.84 14.58 11.04 0.12
H 16.19 16.82 12.54 0.06
H 17.25 15.79 11.45 0.09
H 16.54 15.15 12.87 0.06
H 14.12 16.33 13.02 0.05
C 16.43 27.48 11.17 -0.08
C 15.12 26.94 10.83 -0.50
C 15.20 26.12 9.50 -0.03
O 14.67 26.04 11.83 -0.11
H 16.33 28.14 12.08 0.10
H 16.77 28.21 10.42 0.09
H 17.14 26.68 11.34 0.08
H 14.32 27.68 10.68 0.14
H 14.19 25.98 9.07 0.08
H 15.76 25.17 9.73 0.09
H 15.87 26.65 8.88 0.05
H 15.31 25.28 11.94 0.06
C 14.53 19.07 13.45 -0.01
C 14.17 18.98 14.97 -0.43
C 14.18 17.53 15.35 -0.03
O 15.21 19.53 15.74 -0.08
H 15.49 18.60 13.35 0.04
H 14.58 20.09 13.07 0.07
H 13.85 18.37 12.92 0.07
H 13.25 19.51 15.22 0.13
H 13.66 16.83 14.68 0.07
H 13.77 17.43 16.40 0.08
H 15.23 17.22 15.32 0.07
H 14.97 20.47 15.86 0.09
C 21.30 23.23 9.32 -0.06
C 21.34 21.82 9.84 -0.46
C 22.68 21.66 10.64 -0.06
O 20.15 21.58 10.61 -0.08
H 20.24 23.30 8.87 0.11
H 22.17 23.33 8.63 0.09
H 21.48 23.98 10.11 0.09
H 21.34 21.04 9.10 0.12
H 22.88 22.60 11.13 0.06
H 23.49 21.59 9.91 0.08
H 22.79 20.86 11.41 0.09
H 20.26 21.18 11.46 0.03
C 17.62 18.30 19.47 -0.05
C 17.53 19.78 19.17 -0.49
C 18.47 20.30 18.10 -0.05
O 16.12 20.15 18.93 -0.06
H 17.23 17.90 18.52 0.07
H 16.85 18.03 20.18 0.08
H 18.67 18.00 19.71 0.11
H 17.87 20.27 20.12 0.14
H 18.13 19.85 17.10 0.08
H 19.58 20.01 18.32 0.13
H 18.40 21.37 17.98 0.05
H 15.93 19.76 18.06 0.07
C 10.67 13.36 14.46 -0.04
C 11.19 13.73 15.85 -0.51
C 11.18 12.56 16.76 -0.06
O 12.49 14.25 15.60 -0.09
H 11.38 12.67 14.04 0.07
H 10.69 14.22 13.78 0.06
H 9.70 12.85 14.48 0.09
H 10.64 14.53 16.23 0.11
H 11.82 11.85 16.35 0.04
H 10.16 12.10 16.85 0.10
H 11.61 12.79 17.84 0.12
H 12.95 14.49 16.48 0.09